ORCA calculation (wB97M-V/def2-TZVPD) on 11 unconnected molecules or ions with the total composition C40H64N11O2 at a distorted geometry.

Last columns: bonded neighbours and bond lengths (Å).
Positions of all 117 atoms, in Å:
1 C -5.25622 0.03862 2.73663  C2 1.549, H24 1.099, H25 1.091, H26 1.097
2 C -3.88136 0.72824 2.91800  C1 1.549, C3 1.574, H27 1.090, H28 1.092
3 C -3.54276 0.70717 4.45517  C2 1.574, C4 1.554, H29 1.099, H30 1.097
4 C -2.24398 -0.08920 4.76309  C3 1.554, C5 1.548, H31 1.099, H32 1.099
5 C -2.51104 -1.61365 4.75963  C4 1.548, C6 1.552, H33 1.097, H34 1.098
6 C -2.41492 -2.27329 3.35829  C5 1.552, C7 1.571, H35 1.095, H36 1.095
7 C -1.76366 -3.69942 3.45417  C6 1.571, C8 1.544, H37 1.099, H38 1.096
8 C -0.44240 -3.82495 2.66525  C7 1.544, C9 1.548, H39 1.105, H40 1.099
9 C 0.76442 -3.16573 3.37536  C8 1.548, C10 1.548, H41 1.098, H42 1.100
10 C 0.80454 -1.62788 3.20562  C9 1.548, C11 1.559, H43 1.093, H44 1.105
11 C 2.24701 -1.05136 3.33320  C10 1.559, C12 1.540, H45 1.096, H46 1.094
12 C 2.35787 0.24474 2.50836  C11 1.540, C13 1.549, H47 1.100, H48 1.098
13 C 3.71577 0.48550 1.80380  C12 1.549, C14 1.551, H49 1.095, H50 1.099
14 C 4.29992 -0.76059 1.08750  C13 1.551, C15 1.506, H51 1.096, H52 1.098
15 C 3.52824 -1.27468 -0.09959  C14 1.506, C16 1.393, N23 1.329
16 C 4.20798 -1.63636 -1.26081  C15 1.393, C17 1.369, H53 1.085
17 C 3.54520 -2.15436 -2.34121  C16 1.369, C18 1.525, C21 1.411
18 C 4.26581 -2.60218 -3.60897  C17 1.525, O19 1.205, O20 1.356
19 O 4.80946 -1.84578 -4.37308  C18 1.205
20 O 4.27822 -3.94527 -3.79504  C18 1.356, H54 0.969
21 C 2.14368 -2.30406 -2.27843  C17 1.411, C22 1.349, H55 1.085
22 C 1.51605 -1.94674 -1.13916  C21 1.349, N23 1.345, H56 1.085
23 N 2.21129 -1.45449 -0.09822  C15 1.329, C22 1.345, H57 1.021
24 H -5.18039 -0.96273 3.18363  C1 1.099
25 H -5.60467 -0.00662 1.70368  C1 1.091
26 H -5.96618 0.57640 3.37704  C1 1.097
27 H -3.87180 1.75430 2.54957  C2 1.090
28 H -3.07914 0.16806 2.43333  C2 1.092
29 H -3.45858 1.75313 4.78235  C3 1.099
30 H -4.36557 0.25990 5.02739  C3 1.097
31 H -1.50147 0.23353 4.01977  C4 1.099
32 H -1.88671 0.27175 5.73821  C4 1.099
33 H -3.51755 -1.73867 5.17721  C5 1.097
34 H -1.78926 -2.08259 5.44121  C5 1.098
35 H -3.41531 -2.40245 2.93144  C6 1.095
36 H -1.84992 -1.63515 2.67021  C6 1.095
37 H -2.51741 -4.39673 3.06347  C7 1.099
38 H -1.61909 -3.97260 4.50597  C7 1.096
39 H -0.62956 -3.38559 1.66880  C8 1.105
40 H -0.27118 -4.89767 2.49699  C8 1.099
41 H 0.66511 -3.43073 4.43621  C9 1.098
42 H 1.66680 -3.65415 2.97990  C9 1.100
43 H 0.12486 -1.20898 3.95148  C10 1.093
44 H 0.36255 -1.41571 2.21507  C10 1.105
45 H 2.91137 -1.86120 3.01020  C11 1.096
46 H 2.41389 -0.90247 4.40422  C11 1.094
47 H 1.55388 0.36839 1.76751  C12 1.100
48 H 2.22878 1.07770 3.21182  C12 1.098
49 H 4.48048 0.85439 2.49510  C13 1.095
50 H 3.55024 1.30280 1.08770  C13 1.099
51 H 5.28874 -0.47186 0.71462  C14 1.096
52 H 4.49788 -1.59245 1.77588  C14 1.098
53 H 5.28823 -1.54655 -1.31365  C16 1.085
54 H 3.82060 -4.36863 -3.05384  O20 0.969
55 H 1.58240 -2.72665 -3.10556  C21 1.085
56 H 0.44409 -2.06982 -1.02198  C22 1.085
57 H 1.66858 -1.23613 0.73912  N23 1.021
58 C -5.06526 2.88583 -0.63712  C59 1.455, H61 1.089, H62 1.090, H63 1.090
59 C -4.31103 1.69908 -0.26415  C58 1.455, N60 1.149
60 N -3.72135 0.75467 0.01880  C59 1.149
61 H -5.99818 2.95842 -0.08067  C58 1.089
62 H -4.50345 3.79939 -0.44523  C58 1.090
63 H -5.31510 2.87311 -1.69802  C58 1.090
64 C -4.68792 -4.36818 0.14740  C65 1.456, H67 1.090, H68 1.090, H69 1.090
65 C -5.21477 -4.31869 1.50340  C64 1.456, N66 1.147
66 N -5.61844 -4.27747 2.57668  C65 1.147
67 H -4.68744 -3.38478 -0.32325  C64 1.090
68 H -3.66195 -4.73559 0.13396  C64 1.090
69 H -5.27860 -5.03090 -0.48426  C64 1.090
70 C -3.51068 0.62902 -3.90865  C71 1.453, H73 1.090, H74 1.089, H75 1.090
71 C -4.68028 1.48594 -4.00749  C70 1.453, N72 1.148
72 N -5.60273 2.16629 -4.07093  C71 1.148
73 H -3.38845 0.24512 -2.89612  C70 1.090
74 H -3.58939 -0.22890 -4.57464  C70 1.089
75 H -2.60023 1.16891 -4.17089  C70 1.090
76 C -7.26928 -1.19314 -1.76500  C77 1.455, H79 1.090, H80 1.090, H81 1.089
77 C -6.03264 -1.66999 -2.36532  C76 1.455, N78 1.148
78 N -5.05704 -2.04430 -2.84149  C77 1.148
79 H -7.37940 -1.56114 -0.74492  C76 1.090
80 H -7.29352 -0.10434 -1.72963  C76 1.090
81 H -8.13632 -1.52605 -2.33407  C76 1.089
82 C 4.98065 4.27369 0.33156  C83 1.450, H85 1.091, H86 1.086, H87 1.080
83 C 4.52057 4.33071 1.70572  C82 1.450, N84 1.148
84 N 4.14153 4.33969 2.78944  C83 1.148
85 H 4.96683 5.25620 -0.14153  C82 1.091
86 H 5.99494 3.89174 0.26749  C82 1.086
87 H 4.34768 3.62153 -0.25244  C82 1.080
88 C 3.69280 1.65790 -3.13922  C89 1.454, H91 1.085, H92 1.091, H93 1.091
89 C 4.73851 1.96174 -2.17541  C88 1.454, N90 1.148
90 N 5.55788 2.17137 -1.39892  C89 1.148
91 H 3.76344 2.28331 -4.02254  C88 1.085
92 H 3.74791 0.61954 -3.46964  C88 1.091
93 H 2.70028 1.81369 -2.71503  C88 1.091
94 C 8.62495 -0.68786 -0.65704  C95 1.457, H97 1.090, H98 1.089, H99 1.090
95 C 8.11410 -0.60120 0.70419  C94 1.457, N96 1.148
96 N 7.71543 -0.53489 1.77865  C95 1.148
97 H 8.62962 0.29019 -1.13735  C94 1.090
98 H 9.64493 -1.06968 -0.67050  C94 1.089
99 H 8.01589 -1.35423 -1.26771  C94 1.090
100 C -5.06775 4.62481 4.30304  C101 1.455, H103 1.089, H104 1.089, H105 1.090
101 C -5.66031 3.82094 3.24465  C100 1.455, N102 1.147
102 N -6.12682 3.18506 2.41146  C101 1.147
103 H -4.63578 5.54240 3.90544  C100 1.089
104 H -5.81186 4.90427 5.04779  C100 1.089
105 H -4.27546 4.07909 4.81441  C100 1.090
106 C 4.69840 4.28129 -7.19973  C107 1.454, H109 1.089, H110 1.089, H111 1.089
107 C 4.29710 4.42522 -5.80946  C106 1.454, N108 1.147
108 N 3.98744 4.54667 -4.71179  C107 1.147
109 H 4.70134 5.24364 -7.71012  C106 1.089
110 H 5.70039 3.86127 -7.27906  C106 1.089
111 H 4.01829 3.62185 -7.73749  C106 1.089
112 C 1.16415 1.13756 -7.95977  C113 1.456, H115 1.089, H116 1.089, H117 1.089
113 C 1.78748 1.62259 -6.73648  C112 1.456, N114 1.148
114 N 2.27834 2.00959 -5.77341  C113 1.148
115 H 0.39179 0.40089 -7.74284  C112 1.089
116 H 0.69849 1.95185 -8.51366  C112 1.089
117 H 1.89646 0.66678 -8.61469  C112 1.089

## Properties
F_max   0.0320 hartree/bohr
Frontier orbital gap   7.7 eV
Net charge   +1
E_LUMO   -4.27 eV